Formula: C2Cl3N3O
Source: the Open Molecules 2025 dataset
Level of theory: ωB97M-V with the def2-TZVPD basis set

## Properties
- ΔE to the lowest compared entry with this formula, charge and spin: 0.0 kcal per mole
- Max |F|: 0.062 hartree/bohr
- SMILES: N#CN(Cl)C(=O)N(Cl)Cl
- E: -1696.1511 a.u.

Last column: natural (NBO) charge in e.
Geometry (Å):
C (-1.200, 1.265, 0.028)  0.386
C (0.222, -0.843, -0.018)  0.773
N (-1.352, 2.400, -0.035)  -0.312
N (-1.075, -0.041, 0.139)  -0.527
N (1.357, -0.133, -0.175)  -0.490
O (0.127, -2.027, -0.078)  -0.523
Cl (-2.504, -1.007, 0.050)  0.229
Cl (1.632, 1.481, 0.356)  0.241
Cl (2.793, -1.093, -0.266)  0.223

Formula: C5H8N2
Source: the Open Molecules 2025 dataset
Level of theory: ωB97M-V with the def2-TZVPD basis set

## Properties
- ΔE to the lowest compared entry with this formula, charge and spin: 39.6 kcal per mole
- Max |F|: 0.084 hartree/bohr
- SMILES: Cn1cccc1N
- E: -304.7724 a.u.

Last column: natural (NBO) charge in e.
Geometry (Å):
C (0.177, -0.702, -1.966)  -0.427
C (-0.822, 1.182, -0.529)  -0.101
C (-0.772, 1.521, 0.760)  -0.276
C (-0.045, 0.640, 1.499)  -0.356
C (0.275, -0.415, 0.622)  0.292
H (0.472, -1.732, -1.742)  0.233
H (-0.706, -0.881, -2.721)  0.217
H (1.047, -0.143, -2.495)  0.206
H (-1.480, 1.664, -1.249)  0.213
H (-1.358, 2.360, 1.220)  0.216
H (0.282, 0.714, 2.533)  0.222
H (2.081, -1.275, 0.342)  0.381
H (0.956, -2.013, 1.697)  0.393
N (-0.231, -0.092, -0.633)  -0.353
N (1.064, -1.628, 0.647)  -0.860

Formula: C5H8O2
Source: the Open Molecules 2025 dataset
Level of theory: ωB97M-V with the def2-TZVPD basis set

## Properties
- ΔE to the lowest compared entry with this formula, charge and spin: 51.7 kcal per mole
- Max |F|: 0.010 hartree/bohr
- SMILES: C#C[C@](C)(O)CO
- E: -345.7226 a.u.

Last column: natural (NBO) charge in e.
Geometry (Å):
C (-0.583, -1.504, 0.672)  -0.604
C (-0.163, -0.313, -0.178)  0.139
O (-0.659, -0.548, -1.477)  -0.696
C (-0.759, 0.999, 0.372)  -0.068
O (-0.710, 2.015, -0.611)  -0.720
C (1.315, -0.159, -0.204)  -0.057
C (2.506, 0.030, -0.207)  -0.226
H (-1.670, -1.606, 0.607)  0.222
H (-0.289, -1.373, 1.718)  0.216
H (-0.125, -2.417, 0.283)  0.230
H (-0.601, 0.302, -1.941)  0.483
H (-0.229, 1.293, 1.289)  0.177
H (-1.815, 0.847, 0.609)  0.190
H (0.216, 2.269, -0.726)  0.475
H (3.566, 0.165, -0.207)  0.239

Formula: C5H7NO2S
Source: the Open Molecules 2025 dataset
Level of theory: ωB97M-V with the def2-TZVPD basis set

## Properties
- ΔE to the lowest compared entry with this formula, charge and spin: 94.8 kcal per mole
- Max |F|: 0.074 hartree/bohr
- E: -797.9908 a.u.

Last column: natural (NBO) charge in e.
Geometry (Å):
C (-0.551, -0.146, 0.179)  0.000
C (0.500, 1.169, 1.742)  -0.245
C (-0.928, 1.046, 2.348)  -0.550
C (1.113, -0.953, -2.445)  0.230
C (-0.630, -1.242, -1.589)  0.474
N (0.608, 0.240, 0.554)  -0.502
O (-0.242, -0.421, -2.636)  -0.524
O (0.474, -2.018, -1.625)  -0.502
S (-1.943, 0.325, 1.030)  0.239
H (0.672, 2.147, 1.319)  0.196
H (1.166, 0.943, 2.635)  0.209
H (-0.851, 0.175, 3.012)  0.218
H (-1.252, 1.971, 2.691)  0.233
H (1.640, -1.373, -3.337)  0.166
H (1.778, -0.165, -2.104)  0.190
H (-1.552, -1.697, -1.773)  0.170

- Among the records above, which one has the lowest max |F|?
  C5H8O2